A structure of composition C24H43CoN2P3S2. Source: the Open Molecules 2025 dataset; level of theory: the ωB97M-V functional and the def2-TZVPD basis.

Structure (XYZ):
```
75
C24H43CoN2P3S2 (the ωB97M-V functional and the def2-TZVPD basis)
Co 0.01 0.13 -0.34
P -0.72 1.80 0.77
P -1.99 -0.77 -0.66
P 2.17 0.85 -0.47
H 0.28 -2.18 -7.59
C 1.34 -2.41 -7.40
C 1.68 -3.51 -6.71
H 0.91 -4.14 -6.24
C -1.10 3.12 -0.45
C -2.27 1.71 1.75
C 0.34 2.63 2.02
C -2.16 -2.13 -1.86
C -2.79 -1.47 0.83
C -3.12 0.45 -1.44
C 3.48 0.30 -1.63
C 2.77 0.24 1.17
C 2.44 2.66 -0.70
H 2.08 -1.69 -7.76
H 2.73 -3.84 -6.64
H -1.46 4.01 0.07
H -1.85 2.77 -1.16
H -0.20 3.37 -1.03
H -2.51 2.71 2.15
H -2.14 1.01 2.58
H -3.12 1.40 1.15
H -0.16 3.54 2.37
H 1.29 2.94 1.60
H 0.53 1.97 2.87
H -3.18 -2.12 -2.26
H -1.95 -3.10 -1.40
H -1.48 -2.00 -2.70
H -3.52 -0.77 1.27
H -2.04 -1.72 1.59
H -3.33 -2.38 0.54
H -3.93 -0.10 -1.93
H -2.56 1.01 -2.20
H -3.54 1.16 -0.73
H 4.35 0.97 -1.52
H 3.12 0.37 -2.67
H 3.79 -0.73 -1.42
H 3.86 0.30 1.24
H 2.47 -0.82 1.30
H 2.33 0.82 1.99
H 3.51 2.83 -0.92
H 2.18 3.28 0.16
H 1.85 3.01 -1.56
C 0.80 -1.30 -3.71
C 0.79 0.03 -4.14
C 0.01 0.35 -5.27
C -0.81 -0.61 -5.90
C -0.81 -1.92 -5.42
C 0.14 -2.28 -4.46
S 1.38 -1.80 -2.14
H 0.08 -0.89 -1.62
H 1.31 0.78 -3.54
H 0.03 1.36 -5.69
H -1.41 -0.41 -6.80
H -1.45 -2.74 -5.79
H 0.40 -3.32 -4.25
N 0.62 -3.98 0.23
C 0.63 -3.42 1.45
N 0.28 -2.17 1.72
C 0.35 -1.91 3.09
C 0.17 -0.67 3.74
C 0.50 -0.52 5.08
C 0.96 -1.61 5.83
C 1.14 -2.85 5.21
C 0.81 -3.01 3.87
S 1.13 -4.38 2.83
H 0.90 -4.96 0.13
H 0.48 -3.41 -0.61
H -0.18 0.18 3.14
H 0.40 0.46 5.54
H 1.22 -1.48 6.88
H 1.54 -3.70 5.77
```

Its energy relative to the best compared isomer or geometry (same formula, charge and spin) is 0.905 eV. As for the calculated total energy: -115700.8912 eV. The charge is +3. Its expectation value of S² is 6.08. The spin multiplicity is 5. Its frontier orbital gap (spin up / spin down) is 7.6 / 4.2 eV.